[1]
{
  "formula": "C7H8N2O3",
  "method": "ωB97M-V/def2-TZVPD",
  "symbols": ["N", "O", "C", "C", "C", "H", "H", "C", "O", "O", "H", "H", "C", "H", "N", "C", "H", "C", "H", "H"],
  "coordinates": [[-0.479, 1.034, 2.013], [0.116, 1.359, -0.321], [-0.387, -2.556, -1.539], [0.833, -0.953, -0.241], [0.707, -2.264, -0.712], [0.891, 3.753, 0.767], [1.330, -3.077, -0.361], [0.056, -0.014, -0.797], [-0.593, 1.711, 3.049], [-0.980, -0.089, 1.827], [-1.600, 0.537, -2.103], [1.796, 0.685, 1.531], [0.217, 1.744, 0.968], [-1.888, -1.845, -2.794], [0.464, 2.973, 1.325], [-1.074, -1.544, -2.102], [1.622, -0.611, 0.599], [-0.935, -0.220, -1.698], [-0.589, -3.588, -1.742], [0.492, 2.964, 2.330]],
  "forces_ev_per_a": [[-1.6400, -1.0804, 1.1475], [-0.1939, 0.7943, 0.9343], [2.4087, -0.7682, 0.7165], [3.3912, -1.2590, 1.6032], [-0.8740, 0.3739, 0.5631], [-0.6470, -1.9039, 0.7047], [0.0357, 0.1694, 0.2121], [-1.0503, 2.7876, 1.3473], [-0.1198, -1.4036, -0.0822], [0.9185, 1.9211, 0.1039], [0.3536, 0.0980, 0.2577], [-1.4173, 1.0583, -0.1703], [2.6882, -3.6489, -2.1523], [0.5301, 0.5779, 0.4106], [0.6655, 3.0710, -1.1602], [-2.7094, 0.3771, -1.1224], [-1.8525, -0.8941, -2.0335], [-0.3083, -0.8925, -1.2562], [-0.1639, -0.3033, -0.3963], [-0.0150, 0.9250, 0.3725]],
  "de_lowest_kcal_mol": 174.43
}

[2]
{
  "formula": "C7H8N2O3",
  "method": "ωB97M-V/def2-TZVPD",
  "symbols": ["C", "C", "H", "C", "C", "O", "N", "C", "H", "H", "O", "C", "C", "H", "H", "H", "H", "O", "H", "N"],
  "coordinates": [[0.762, 2.033, -1.113], [0.746, 0.623, -1.649], [-0.279, -1.575, -0.923], [-2.590, -0.661, 0.875], [-1.095, -1.181, 1.202], [2.845, -2.312, 0.661], [1.177, 3.190, -1.437], [3.011, -1.230, 0.460], [-0.907, -0.584, 2.013], [0.182, 1.889, 1.019], [3.243, -0.102, 0.293], [0.070, 1.517, 0.007], [-0.277, -0.977, -0.043], [-3.116, -0.791, 1.809], [-2.589, 0.282, 0.471], [-2.952, -1.428, 0.293], [-1.025, -2.189, 1.417], [0.980, -0.038, -2.598], [1.718, 3.280, -2.341], [0.094, 0.256, -0.417]],
  "forces_ev_per_a": [[1.0372, 1.8733, -1.2332], [-0.1709, 0.3465, -1.7472], [0.0927, -1.1558, -0.0737], [2.1780, -3.1182, 2.5808], [-1.6089, 1.7312, -3.5086], [-0.9767, -5.1996, 0.8176], [0.7234, 0.0618, -0.9751], [1.1583, 5.0266, -0.6402], [1.7321, 1.2223, 1.9276], [-0.7783, -0.2537, 0.0165], [-0.2445, 0.1435, -0.1963], [0.7289, 1.9643, 1.9405], [0.4085, 3.2093, 0.0843], [-0.3998, 0.6786, 0.3094], [-0.1656, 2.1565, -0.9001], [-1.3145, -1.1069, -1.9983], [-0.4074, -2.0625, 0.8537], [0.3078, -0.2064, 0.1276], [-1.0074, -0.6411, 1.3109], [-1.2930, -4.6698, 1.3038]],
  "de_lowest_kcal_mol": 78.26
}